(1)
# C39H69FN11O3

11 unconnected molecules or ions with the total composition C39H69FN11O3 (ωB97M-V/def2-TZVPD, the Open Molecules 2025 dataset).

The geometry in XYZ format:
```
123
Properties=species:S:1:pos:R:3:forces:R:3:lowdin_charge:R:1
C 10.196755 -2.066586 2.220157 -0.49 0.45 0.74 -0.12
O 10.655920 -1.408586 0.974038 -1.50 -1.06 0.17 -0.30
C 9.585552 -1.382223 -0.035210 -1.36 -0.09 0.01 -0.22
C 8.296246 -0.475664 0.512337 0.46 -0.13 -0.33 -0.16
C 7.270429 -0.069488 -0.741737 0.06 -0.08 0.26 -0.21
C 5.683163 -0.148160 -0.330608 -0.15 0.02 0.22 -0.21
C 5.242707 1.149787 0.626796 0.70 0.01 -0.25 -0.20
C 4.018416 2.028202 -0.055407 -0.12 -0.76 0.44 -0.21
C 2.601652 1.543724 0.637697 -0.39 -0.11 -1.13 -0.23
C 1.284027 2.416411 0.107198 0.45 -0.80 0.52 -0.20
C -0.117331 1.571049 0.335287 0.26 0.45 0.70 -0.22
C -1.149542 2.458378 1.289538 0.38 -0.86 -0.56 -0.20
C -2.451991 1.500059 1.598741 -0.48 -0.31 -0.02 -0.17
C -3.771855 1.859726 0.637778 3.34 -0.49 -1.43 -0.10
N -5.070231 1.362110 1.233692 -0.33 1.99 0.36 -0.09
F -5.143590 -0.015337 1.157546 0.03 0.48 0.01 0.06
C -6.319132 2.037248 0.642939 -0.97 1.32 -1.32 -0.08
C -6.833398 1.318786 -0.738962 -0.50 0.44 -1.07 -0.15
C -8.349833 0.698207 -0.676361 -0.33 -0.01 0.23 -0.15
C -8.714476 -0.112446 0.700978 -0.08 0.13 -0.25 -0.17
O -10.145204 -0.545607 0.574181 1.16 -3.65 -0.36 -0.12
C -10.227075 -1.945504 0.129492 2.73 -2.68 -4.61 -0.26
C -11.326126 -3.024895 0.779204 -0.16 0.55 0.73 -0.02
O -9.448992 -2.440832 -0.869984 -4.40 3.70 6.43 -0.06
H 11.033557 -2.787567 2.662961 -1.71 1.67 -1.15 0.10
H 9.974416 -1.183380 2.991292 0.48 -2.10 -1.45 0.11
H 9.180907 -2.672790 2.067184 2.29 1.21 0.19 0.10
H 9.256505 -2.494228 -0.223240 0.35 2.09 0.26 0.10
H 9.976799 -0.968111 -1.077594 -0.58 -0.57 2.46 0.13
H 8.782756 0.496498 1.002050 -1.14 -2.04 -1.12 0.11
H 7.731455 -1.072188 1.373964 1.13 1.25 -1.97 0.11
H 7.410030 -0.796587 -1.673050 -0.01 1.50 2.04 0.12
H 7.579117 1.034554 -1.045026 -0.88 -2.39 0.38 0.08
H 5.015254 -0.174716 -1.315306 1.47 0.22 2.04 0.11
H 5.458354 -1.175541 0.220958 0.61 2.13 -1.08 0.11
H 4.954803 0.813012 1.725962 0.49 0.67 -2.45 0.08
H 6.224902 1.816918 0.737883 -2.19 -1.28 -0.32 0.11
H 4.235543 3.178187 0.042905 -0.64 -2.23 -0.06 0.11
H 3.938757 1.756649 -1.197123 0.28 0.69 2.18 0.11
H 2.410283 0.430557 0.257825 0.54 2.18 0.95 0.12
H 2.670072 1.532145 1.806362 -0.18 0.18 -2.44 0.07
H 1.405693 2.637864 -1.037804 -0.17 -0.14 2.33 0.12
H 1.262412 3.384420 0.774458 -0.10 -1.64 -1.66 0.11
H 0.125395 0.585876 0.944911 -0.47 1.92 -1.27 0.10
H -0.616619 1.246892 -0.687809 0.94 0.79 2.11 0.12
H -0.561231 2.677079 2.304197 -1.48 -0.30 -2.28 0.13
H -1.439585 3.470688 0.728816 0.58 -2.17 1.42 0.13
H -2.145303 0.392181 1.305974 -0.71 2.29 0.94 0.12
H -2.759155 1.545514 2.749923 0.56 -0.08 -2.47 0.13
H -3.757190 2.999955 0.363461 -0.69 -2.22 0.94 0.16
H -3.593338 1.276883 -0.383036 -0.76 1.27 2.10 0.16
H -5.084036 1.589555 2.255311 0.18 -0.42 -0.55 0.18
H -5.969994 3.145434 0.370414 -0.62 -2.58 0.79 0.16
H -7.134030 2.155575 1.474398 1.66 -0.63 -1.56 0.13
H -6.104863 0.495157 -1.165434 -1.26 1.73 1.26 0.11
H -6.855022 2.176302 -1.569315 0.13 -1.95 1.85 0.14
H -9.169460 1.550096 -0.815121 1.86 -1.75 0.45 0.14
H -8.494310 -0.034351 -1.581998 0.34 1.35 1.89 0.12
H -8.693887 0.560508 1.681530 -0.07 -1.35 -2.21 0.13
H -8.085931 -1.080685 0.893102 -0.90 2.02 -0.57 0.14
H -12.226817 -3.219734 0.038321 2.05 0.68 1.41 0.10
H -10.818943 -4.079204 0.990270 -0.73 2.56 -0.73 0.11
H -11.750208 -2.633821 1.815045 0.89 -0.66 -2.34 0.09
C -8.998794 3.694606 4.258309 -0.22 0.09 0.02 -0.07
C -7.558282 3.403935 4.351348 1.12 -0.21 0.08 -0.26
N -6.420215 3.174218 4.424841 -1.72 0.19 -0.45 0.11
H -9.569139 2.815648 3.939880 0.28 0.02 0.10 0.09
H -9.409734 4.015329 5.221435 0.27 -0.13 -0.03 0.06
H -9.204737 4.492580 3.536978 0.32 -0.11 0.08 0.08
C 11.098626 1.979169 -2.251487 0.12 -0.24 -0.15 -0.11
C 9.800138 2.624741 -1.995778 -0.96 0.54 0.26 -0.28
N 8.774263 3.134749 -1.793686 1.57 -0.80 -0.30 0.11
H 11.507401 1.519674 -1.345384 -0.32 0.27 -0.10 0.03
H 11.016126 1.189404 -3.005684 -0.19 0.27 0.06 0.06
H 11.842546 2.696405 -2.614320 -0.29 -0.01 0.08 0.09
C -4.869624 -1.141649 -3.622151 -0.03 -0.08 -0.04 -0.09
C -4.128556 0.129058 -3.688045 0.59 1.06 -0.02 -0.27
N -3.543065 1.132976 -3.740179 -0.96 -1.54 0.26 0.12
H -5.066490 -1.547403 -4.620081 0.24 0.26 0.20 0.06
H -4.314974 -1.904989 -3.066253 0.05 0.23 -0.18 0.09
H -5.838192 -1.019851 -3.125630 0.15 0.19 -0.06 0.06
C 9.539690 -6.202296 0.072872 0.19 -0.15 0.05 -0.07
C 8.421044 -5.289124 -0.215169 -0.98 0.77 -0.25 -0.27
N 7.537212 -4.567727 -0.442757 1.46 -1.18 0.40 0.13
H 9.239386 -7.251432 -0.018714 -0.15 0.28 -0.04 0.08
H 10.377765 -6.044584 -0.614226 -0.28 0.13 0.02 0.08
H 9.924004 -6.063361 1.088988 -0.23 0.14 -0.16 0.08
C 1.293260 -1.311727 3.854941 -0.15 -0.16 0.03 -0.06
C 2.452791 -0.422317 3.674228 1.07 0.73 -0.08 -0.24
N 3.368844 0.280407 3.531409 -1.59 -1.30 0.49 0.14
H 0.399440 -0.916668 3.360704 0.28 0.12 0.00 0.07
H 1.478964 -2.307868 3.439535 0.18 0.26 0.01 0.09
H 1.045801 -1.443800 4.913626 0.23 0.16 -0.15 0.08
C -7.798794 -3.499302 -5.099265 -0.22 0.06 0.00 -0.06
C -6.358282 -3.789973 -5.006226 1.13 -0.37 0.05 -0.27
N -5.220215 -4.019690 -4.932733 -1.85 0.35 -0.12 0.13
H -8.369139 -4.378260 -5.417694 0.25 0.09 0.04 0.07
H -8.209734 -3.178580 -4.136139 0.26 -0.11 -0.05 0.08
H -8.004737 -2.701329 -5.820596 0.23 -0.17 0.05 0.09
C -7.801374 -5.969680 -8.325267 0.22 -0.10 -0.06 -0.08
C -9.099862 -5.324108 -8.069558 -1.13 0.53 0.17 -0.28
N -10.125737 -4.814100 -7.867466 1.73 -0.79 -0.25 0.12
H -7.392599 -6.429175 -7.419163 -0.24 0.14 -0.06 0.08
H -7.883874 -6.759445 -9.079463 -0.21 0.20 0.14 0.08
H -7.057454 -5.252444 -8.688100 -0.29 0.02 0.08 0.08
C -12.268105 5.730468 4.854634 -0.12 0.16 -0.15 -0.07
C -11.836839 4.962895 6.034914 0.31 -0.63 1.04 -0.27
N -11.496067 4.356434 6.967357 -0.46 0.96 -1.61 0.13
H -11.646683 5.510915 3.980055 -0.01 -0.09 0.26 0.07
H -13.303831 5.503308 4.580744 0.19 -0.10 0.23 0.09
H -12.209375 6.809885 5.030423 0.06 -0.25 0.18 0.09
C 9.622621 3.421583 2.743437 -0.14 0.10 0.16 -0.07
C 10.457560 2.875046 1.660666 0.76 -0.49 -0.99 -0.24
N 11.117268 2.443277 0.805253 -1.11 0.75 1.68 0.16
H 10.231072 3.804681 3.569438 0.08 -0.14 -0.28 0.08
H 8.995845 4.248374 2.392843 0.21 -0.20 -0.17 0.08
H 8.952646 2.662101 3.160347 0.20 -0.02 -0.24 0.08
C 12.827768 -1.970435 -1.296733 -0.04 -0.16 0.10 -0.06
C 13.036487 -1.015272 -2.397786 0.25 0.73 -0.94 -0.25
N 13.201317 -0.260618 -3.267671 -0.29 -1.23 1.41 0.13
H 11.852883 -1.829480 -0.818205 0.36 0.13 -0.16 0.03
H 12.869131 -3.007129 -1.647306 0.07 0.26 -0.20 0.08
H 13.589426 -1.862004 -0.517238 -0.09 0.18 -0.25 0.09
```
Forces are in eV/Å.

Spin multiplicity = 1
E_HOMO = -0.386 hartree
Gap between HOMO and LUMO = 7.76 eV
Charge = +1
Molecular weight = 759.053 g/mol
DFT total energy = -66791.2840 eV

(2)
# C39H70ClF3O27P6

7 unconnected molecules or ions with the total composition C39H70ClF3O27P6 (ωB97M-V/def2-TZVPD, the Open Molecules 2025 dataset).

The geometry in XYZ format:
```
146
Properties=species:S:1:pos:R:3:forces:R:3:lowdin_charge:R:1
C -5.215059 0.458085 1.047476 2.47 2.53 -1.35 0.00
C -4.320149 1.529600 0.458563 -2.04 -3.08 1.24 -0.13
C -2.787616 1.283838 -0.063782 1.69 -0.11 0.45 -0.02
C -1.589293 1.748969 1.007588 2.04 -0.96 -2.89 -0.04
C -1.902885 2.374517 2.506286 0.54 -0.78 -0.29 -0.13
C -2.764860 3.770769 2.487728 -0.06 -0.18 -0.99 -0.19
O -4.153831 3.585316 2.940538 1.95 0.04 1.23 -0.25
C -4.236757 3.276736 4.377596 -1.62 -0.29 1.08 -0.24
C -4.736573 1.705359 4.655841 0.41 -0.48 -0.16 -0.10
C 0.020894 1.601146 0.599908 -3.95 -1.19 -3.36 0.08
C 0.320795 0.979738 -0.888281 -2.22 0.41 0.75 -0.01
C -0.881258 0.502669 -1.950217 -0.19 1.04 2.48 0.05
C -2.499641 0.632363 -1.543384 3.69 0.99 2.50 0.06
C -3.588745 0.148495 -2.648980 -1.04 0.19 -1.93 -0.21
F -4.994876 0.064268 -2.219409 4.70 0.29 -1.28 0.01
F -3.552577 1.169024 -3.762826 -0.37 -3.44 3.40 -0.01
F -3.280748 -1.189964 -3.280752 -0.91 4.50 2.21 -0.01
C -0.333203 -0.065982 -3.395451 -1.14 0.39 -4.51 -0.20
O -0.850719 0.200533 -4.596818 2.93 -1.58 7.67 -0.02
C 1.034194 -1.023667 -3.317233 2.63 -1.50 0.77 -0.02
C 1.263572 -2.392487 -4.189669 2.79 1.08 2.31 -0.46
Cl -0.027908 -3.058605 -5.340345 2.09 1.19 1.96 0.55
C 2.678948 -3.271043 -4.045240 -0.35 3.48 2.13 -0.04
C 3.882032 -2.732607 -3.020585 -4.23 1.73 -0.94 -0.05
C 3.643112 -1.365068 -2.134285 -2.56 -1.34 -2.52 -0.01
C 2.238518 -0.530314 -2.268890 0.41 -2.39 -1.59 -0.02
C 1.915532 0.844792 -1.373265 2.77 2.44 0.83 -0.20
O 2.849023 1.746179 -1.049573 -5.78 -5.73 -1.81 -0.03
H -4.794363 -0.380208 1.774884 -0.67 1.39 -2.43 0.08
H -6.381019 0.455402 0.844235 2.71 0.70 1.11 0.06
H -4.788412 2.607514 0.412604 1.00 -2.36 -0.75 0.11
H -0.872314 2.586832 3.026696 -1.82 -0.58 -1.19 0.11
H -2.411176 1.498542 3.127048 0.84 2.12 -1.28 0.12
H -2.255305 4.632321 3.112821 -0.85 -1.88 -1.15 0.13
H -2.809032 4.114706 1.345373 -0.10 -0.59 2.59 0.14
H -5.115361 3.952124 4.821448 1.97 -1.29 -1.06 0.13
H -3.278203 3.555182 4.994079 -1.57 -0.66 -1.50 0.13
H -5.913090 1.640474 4.833732 2.69 0.17 -0.37 0.08
H -4.153367 1.229995 5.581321 -1.40 1.19 -1.86 0.08
H -4.479754 0.998603 3.733504 -0.61 1.75 1.90 0.05
H 0.883295 1.949558 1.313819 -1.85 -0.80 -1.52 0.11
H 2.804179 -4.258445 -4.701623 -0.35 2.51 1.64 0.10
H 4.866332 -3.382290 -2.992284 -2.24 1.68 0.13 0.09
H 4.508429 -1.022453 -1.413581 -2.14 -0.60 -1.62 0.10
C -0.001614 -0.705514 -8.874124 -0.52 0.67 0.55 -0.14
O 0.465172 -2.006188 -8.587186 -2.79 -0.85 -0.33 -0.30
P 0.159237 -3.336403 -9.650216 9.25 -1.14 -1.74 0.77
O 1.342193 -4.096565 -9.038903 -1.67 0.17 0.76 -0.28
O 0.688223 -2.419656 -10.921637 -1.21 -0.40 -0.18 -0.33
C 2.024270 -1.940747 -10.937974 0.31 0.52 0.10 -0.12
O -0.146599 -4.666550 -10.713170 -3.02 0.60 1.38 -0.30
C 0.670012 -4.881577 -11.851794 -0.37 0.85 -0.77 -0.13
H -0.511141 -0.311004 -7.983893 0.08 -0.07 -0.24 0.09
H 0.859744 -0.059472 -9.082280 -0.10 -0.17 -0.09 0.09
H -0.692937 -0.689295 -9.719932 0.20 0.14 0.01 0.09
H 2.567852 -2.148557 -10.012425 -0.22 -0.11 -0.03 0.09
H 2.003172 -0.858602 -11.096668 0.03 -0.07 0.01 0.08
H 2.559426 -2.397214 -11.776000 -0.21 -0.06 0.03 0.09
H 1.726760 -4.826592 -11.600613 0.06 0.13 0.17 0.09
H 0.412594 -4.151261 -12.628081 0.39 -0.21 0.04 0.07
H 0.446115 -5.874107 -12.247490 -0.21 -0.01 0.33 0.10
C -10.064431 -3.339212 2.719236 0.00 -0.92 -0.26 -0.15
O -9.172106 -2.510316 3.432441 1.64 -0.03 -2.43 -0.27
P -8.667666 -0.974965 2.814914 -4.10 4.50 7.27 0.78
O -8.292533 -0.528268 4.232894 1.00 -1.09 -1.13 -0.27
O -10.249669 -0.595011 2.515468 0.74 0.06 -1.08 -0.33
C -11.174557 -0.528749 3.590098 -0.46 -0.40 0.26 -0.12
O -8.163276 0.560316 2.197500 1.38 -2.08 -1.98 -0.34
C -8.982147 1.706169 2.358821 -0.80 -0.15 -0.74 -0.12
H -9.642087 -4.352794 2.674031 -0.13 0.25 -0.07 0.09
H -11.011429 -3.393979 3.269538 0.11 0.14 -0.12 0.09
H -10.243756 -2.979591 1.703314 -0.18 -0.07 0.17 0.09
H -10.750609 -0.853414 4.544126 0.15 0.05 -0.19 0.09
H -12.030263 -1.167085 3.351429 0.05 0.06 0.04 0.09
H -11.534729 0.499386 3.691373 0.15 -0.05 -0.13 0.09
H -9.336232 1.802179 3.382657 -0.01 -0.19 0.14 0.09
H -9.822299 1.655588 1.656087 0.03 0.18 0.31 0.09
H -8.389818 2.585842 2.099705 0.30 -0.28 -0.01 0.10
C 5.081106 2.013806 3.083784 0.65 -0.09 -0.74 -0.14
O 3.673826 2.041775 3.187487 0.03 -2.93 -0.40 -0.28
P 2.830393 1.093405 4.363208 -2.97 7.73 4.74 0.78
O 1.621045 2.029130 4.249947 0.24 -1.24 -1.39 -0.30
O 3.858664 1.656991 5.530167 -0.17 -1.48 -0.28 -0.33
C 3.909960 3.046886 5.813372 0.58 0.75 -0.22 -0.12
O 1.986974 0.145165 5.538871 1.06 -2.29 -2.36 -0.30
C 1.857036 0.602079 6.874496 0.98 -0.20 0.54 -0.13
H 5.352459 1.854013 2.030883 -0.03 -0.02 0.25 0.09
H 5.476792 2.990182 3.388349 -0.09 -0.20 0.13 0.09
H 5.527064 1.224192 3.693057 0.06 0.26 0.04 0.08
H 3.310174 3.649170 5.125754 -0.10 -0.27 0.00 0.09
H 4.951376 3.375745 5.750355 -0.15 -0.07 0.09 0.06
H 3.560184 3.218465 6.835751 -0.02 -0.21 -0.07 0.09
H 1.529428 1.638496 6.911189 0.07 0.16 -0.19 0.08
H 2.811729 0.473456 7.398200 -0.31 0.22 0.09 0.09
H 1.119245 -0.025796 7.377744 0.02 -0.14 -0.31 0.08
C 0.164034 -0.177450 -15.188699 -0.49 0.64 0.50 -0.14
O 0.630819 -1.478123 -14.901761 -2.78 -0.83 -0.28 -0.28
P 0.324885 -2.808339 -15.964791 9.22 -1.19 -1.74 0.78
O 1.507840 -3.568500 -15.353478 -1.69 0.20 0.77 -0.27
O 0.853871 -1.891591 -17.236213 -1.20 -0.41 -0.18 -0.33
C 2.189917 -1.412683 -17.252550 0.30 0.57 0.14 -0.12
O 0.019049 -4.138485 -17.027746 -2.95 0.61 1.27 -0.30
C 0.835659 -4.353513 -18.166369 -0.38 0.80 -0.67 -0.13
H -0.345494 0.217060 -14.298468 0.06 -0.07 -0.26 0.09
H 1.025392 0.468592 -15.396855 -0.11 -0.16 -0.09 0.09
H -0.527290 -0.161232 -16.034508 0.20 0.15 0.03 0.09
H 2.733499 -1.620492 -16.327000 -0.21 -0.12 -0.05 0.09
H 2.168820 -0.330538 -17.411243 0.04 -0.08 0.01 0.09
H 2.725074 -1.869150 -18.090575 -0.18 -0.06 0.05 0.09
H 1.892408 -4.298527 -17.915189 0.08 0.12 0.19 0.08
H 0.578241 -3.623196 -18.942656 0.31 -0.18 0.04 0.09
H 0.611762 -5.346042 -18.562065 -0.21 0.00 0.34 0.09
C -2.514136 -2.346669 10.598929 -0.84 -0.33 -0.36 -0.15
O -1.385663 -1.701096 10.049604 -1.68 2.41 -0.14 -0.27
P -0.741892 -0.251737 10.740995 8.17 -4.27 2.12 0.78
O 0.604629 -0.525721 10.060739 -1.51 0.71 -0.83 -0.27
O -0.766134 -0.971870 12.230151 -0.69 1.09 -0.02 -0.33
C 0.010182 -2.137171 12.462637 -0.11 -0.66 0.02 -0.12
O -0.098091 1.197490 11.432337 -2.81 1.02 -1.31 -0.30
C 0.775029 1.137790 12.547528 -0.74 -0.23 0.80 -0.13
H -3.230190 -2.550448 9.790529 0.12 0.08 0.25 0.09
H -2.199773 -3.309235 11.019976 0.02 0.21 0.04 0.09
H -3.003448 -1.745021 11.368459 0.07 -0.24 0.02 0.09
H 0.490427 -2.522340 11.559135 -0.09 0.23 0.00 0.09
H -0.643259 -2.913872 12.870582 0.08 0.04 -0.02 0.09
H 0.779490 -1.913718 13.207807 -0.11 0.14 -0.08 0.09
H 1.561578 0.401496 12.399052 -0.03 -0.18 -0.15 0.08
H 0.196204 0.916772 13.452161 0.35 -0.06 -0.06 0.09
H 1.225847 2.123367 12.678766 -0.19 0.05 -0.34 0.09
C 10.589939 3.017487 5.376590 0.63 -0.13 -0.72 -0.15
O 9.182659 3.045455 5.480293 0.09 -2.91 -0.34 -0.27
P 8.339227 2.097086 6.656013 -3.29 7.68 4.45 0.79
O 7.129879 3.032811 6.542753 0.52 -1.32 -1.22 -0.27
O 9.367498 2.660672 7.822973 0.00 -1.29 -0.11 -0.33
C 9.418794 4.050566 8.106177 0.40 0.52 -0.16 -0.12
O 7.495808 1.148845 7.831676 1.08 -2.24 -2.17 -0.29
C 7.365869 1.605759 9.167302 1.03 -0.19 0.40 -0.13
H 10.861292 2.857694 4.323688 -0.01 -0.01 0.29 0.09
H 10.985625 3.993863 5.681153 -0.10 -0.18 0.09 0.09
H 11.035898 2.227872 5.985862 0.07 0.24 0.00 0.09
H 8.819008 4.652850 7.418559 -0.03 -0.24 0.01 0.09
H 10.460210 4.379425 8.043160 -0.09 0.01 0.02 0.09
H 9.069017 4.222146 9.128555 -0.01 -0.18 -0.09 0.09
H 7.038261 2.642175 9.203994 0.04 0.15 -0.18 0.09
H 8.320563 1.477137 9.691005 -0.27 0.23 0.08 0.09
H 6.628080 0.977884 9.670550 -0.04 -0.13 -0.39 0.10
```
Forces are in eV/Å.

Spin multiplicity = 1
E_HOMO = -0.312 hartree
Gap between HOMO and LUMO = 5.45 eV
SMILES = C=Cc1c(CCOCC)cc2c(c1C(F)(F)F)C(=O)c1c(Cl)cccc1C2=O.COP(=O)(OC)OC.COP(=O)(OC)OC.COP(=O)(OC)OC.COP(=O)(OC)OC.COP(=O)(OC)OC.COP(=O)(OC)OC
Molecular weight = 1249.253 g/mol
DFT total energy = -173226.4627 eV